Entry 1:
{"formula": "C30H42As3NRuS4", "method": "the ωB97M-V functional and the def2-TZVPD basis", "spin_multiplicity": 2, "s2": 0.7579, "e_homo_ev": [-9.79, -9.87], "total_charge": 1, "de_lowest_kcal_mol": 0.00, "molar_mass_g_mol": 870.78, "species": ["Ru", "S", "C", "C", "C", "C", "C", "C", "S", "C", "C", "C", "C", "C", "C", "C", "S", "C", "C", "C", "C", "C", "C", "S", "N", "H", "H", "H", "H", "H", "H", "H", "H", "H", "H", "H", "H", "H", "H", "H", "C", "As", "C", "C", "C", "C", "C", "As", "C", "C", "C", "As", "C", "C", "H", "H", "H", "H", "H", "H", "H", "H", "H", "H", "H", "H", "H", "H", "H", "H", "H", "H", "H", "H", "H", "H", "H", "H", "H", "H", "H"], "coordinates": [[-0.379, -0.156, -0.528], [-1.841, 1.649, -0.088], [-2.811, 1.088, 1.263], [-3.876, 1.894, 1.690], [-4.755, 1.461, 2.662], [-4.611, 0.200, 3.243], [-3.547, -0.594, 2.863], [-2.643, -0.146, 1.896], [-1.227, -1.164, 1.557], [-0.190, -0.660, 2.968], [0.740, 0.508, 2.735], [1.630, 0.901, 3.727], [2.452, 1.987, 3.481], [2.355, 2.650, 2.262], [1.439, 2.182, 1.337], [1.243, 2.835, -0.006], [1.166, 1.609, -1.338], [2.769, 0.884, -1.085], [3.877, 1.592, -1.553], [5.148, 1.075, -1.404], [5.305, -0.168, -0.792], [4.208, -0.873, -0.338], [2.911, -0.359, -0.473], [1.571, -1.338, 0.119], [0.665, 1.129, 1.574], [-4.017, 2.860, 1.219], [-5.576, 2.101, 2.958], [-5.315, -0.149, 3.986], [-3.399, -1.567, 3.316], [0.363, -1.539, 3.299], [-0.899, -0.401, 3.754], [1.676, 0.364, 4.666], [3.166, 2.314, 4.226], [2.985, 3.498, 2.030], [2.058, 3.520, -0.231], [0.299, 3.381, -0.046], [3.727, 2.548, -2.044], [6.006, 1.624, -1.768], [6.294, -0.594, -0.679], [4.338, -1.842, 0.129], [2.007, -0.699, -3.560], [0.402, -1.313, -2.648], [0.875, -3.181, -2.459], [-0.672, -1.224, -4.276], [-2.067, -1.829, -4.333], [-2.018, -3.343, -4.092], [-2.990, -1.179, -3.314], [-2.562, -1.139, -1.411], [-2.855, -2.960, -0.797], [-4.297, -0.386, -0.963], [-2.656, -1.631, -5.747], [-2.810, 0.081, -6.750], [-0.938, 0.318, -7.300], [-2.843, 1.525, -5.416], [2.043, -1.260, -4.493], [2.898, -0.910, -2.975], [1.955, 0.365, -3.781], [0.834, -3.654, -3.439], [0.213, -3.691, -1.764], [1.885, -3.225, -2.063], [-0.050, -1.686, -5.046], [-0.712, -0.157, -4.502], [-1.632, -3.595, -3.105], [-1.381, -3.833, -4.832], [-3.017, -3.774, -4.177], [-3.962, -1.676, -3.347], [-3.164, -0.130, -3.553], [-3.660, -3.407, -1.380], [-3.150, -2.918, 0.250], [-1.955, -3.565, -0.879], [-5.010, -0.828, -1.655], [-4.280, 0.693, -1.087], [-4.579, -0.636, 0.055], [-3.666, -2.048, -5.755], [-2.080, -2.245, -6.448], [-0.554, -0.617, -7.710], [-0.289, 0.650, -6.490], [-0.915, 1.065, -8.092], [-3.805, 1.562, -4.905], [-2.739, 2.447, -5.988], [-2.037, 1.485, -4.683]], "lowdin_charge": [0.12, 0.60, -0.67, -0.11, -0.06, -0.07, -0.11, -0.56, 0.86, -0.34, -0.34, 0.00, -0.03, 0.00, -0.33, -0.37, 0.88, -0.56, -0.10, -0.07, -0.06, -0.11, -0.65, 0.62, 0.03, 0.11, 0.11, 0.11, 0.11, 0.09, 0.10, 0.12, 0.12, 0.12, 0.09, 0.06, 0.11, 0.11, 0.11, 0.11, -0.25, 1.04, -0.29, -0.33, -0.67, -0.06, -0.32, 1.07, -0.27, -0.26, -0.38, 1.14, -0.35, -0.36, 0.05, 0.03, 0.03, 0.04, 0.02, 0.02, 0.09, 0.05, 0.04, 0.10, 0.10, 0.09, 0.06, 0.05, 0.02, 0.02, 0.04, 0.02, 0.03, 0.06, 0.07, 0.02, 0.01, 0.02, 0.02, 0.02, 0.01]}

Entry 2:
{"formula": "C30H42CdN4OP2", "method": "the ωB97M-V functional and the def2-TZVPD basis", "e_homo_ev": -7.10, "total_charge": 0, "molar_mass_g_mol": 649.05, "species": ["Cd", "C", "C", "C", "C", "C", "C", "C", "C", "C", "H", "H", "H", "H", "H", "H", "H", "H", "H", "H", "H", "H", "H", "H", "H", "P", "P", "N", "N", "N", "N", "C", "C", "C", "C", "C", "C", "C", "C", "C", "C", "C", "C", "C", "C", "C", "C", "C", "C", "H", "H", "H", "H", "H", "H", "H", "H", "H", "H", "H", "H", "H", "H", "H", "H", "H", "H", "H", "H", "C", "C", "C", "O", "H", "H", "H", "H", "H", "H", "H"], "coordinates": [[0.203, 0.867, 2.122], [-1.820, 1.798, -4.492], [-1.944, 0.490, -4.231], [-1.081, -0.589, -4.798], [0.436, -0.281, -4.881], [1.039, 0.499, -3.753], [1.008, 1.833, -3.645], [0.587, 2.703, -4.797], [-0.801, 2.400, -5.412], [1.675, 1.376, 3.613], [-2.559, 2.522, -4.144], [-2.848, 0.115, -3.748], [-1.419, -0.822, -5.819], [-1.242, -1.502, -4.208], [0.962, -1.252, -4.930], [0.623, 0.253, -5.821], [1.691, -0.121, -3.132], [1.452, 2.361, -2.800], [1.314, 2.593, -5.618], [0.612, 3.756, -4.494], [-1.220, 3.353, -5.789], [-0.665, 1.711, -6.260], [1.088, 1.716, 4.477], [2.452, 2.081, 3.355], [2.126, 0.412, 3.832], [1.912, -0.330, 0.598], [-1.254, -0.945, 0.747], [3.018, 0.850, -0.075], [2.986, -1.538, 1.184], [-1.976, 0.485, 0.010], [-2.705, -1.820, 1.053], [1.078, -1.076, -0.825], [-0.314, -1.741, -0.606], [3.009, 2.192, 0.352], [4.029, 2.865, -0.296], [4.682, 1.926, -1.163], [4.043, 0.701, -1.020], [3.868, -1.330, 2.264], [4.608, -2.484, 2.449], [4.172, -3.443, 1.469], [3.176, -2.845, 0.717], [-2.047, 1.773, 0.571], [-2.580, 2.632, -0.378], [-2.914, 1.851, -1.519], [-2.509, 0.547, -1.265], [-3.847, -2.157, 0.307], [-4.712, -2.872, 1.131], [-4.089, -2.977, 2.426], [-2.873, -2.324, 2.360], [1.773, -1.779, -1.307], [0.929, -0.236, -1.516], [-0.889, -1.728, -1.550], [-0.171, -2.794, -0.294], [2.277, 2.522, 1.083], [4.284, 3.910, -0.165], [5.524, 2.138, -1.810], [4.218, -0.257, -1.495], [3.839, -0.397, 2.810], [5.386, -2.627, 3.183], [4.564, -4.438, 1.326], [2.553, -3.230, -0.080], [-1.871, 1.936, 1.634], [-2.734, 3.699, -0.278], [-3.411, 2.195, -2.413], [-2.539, -0.366, -1.852], [-3.922, -1.867, -0.732], [-5.674, -3.286, 0.861], [-4.487, -3.471, 3.300], [-2.107, -2.121, 3.100], [-2.842, -0.378, 5.303], [-1.414, 0.105, 5.122], [-0.582, -0.649, 6.150], [-1.020, -0.117, 3.798], [-2.848, -1.456, 5.127], [-3.528, 0.090, 4.597], [-3.227, -0.221, 6.312], [-1.355, 1.177, 5.398], [-0.689, -1.725, 5.972], [0.472, -0.376, 6.131], [-0.939, -0.464, 7.167]], "lowdin_charge": [1.15, -0.11, -0.14, -0.18, -0.18, -0.13, -0.09, -0.18, -0.19, -0.31, 0.09, 0.09, 0.12, 0.10, 0.11, 0.10, 0.08, 0.10, 0.12, 0.11, 0.11, 0.10, -0.05, -0.07, -0.07, 0.94, 0.98, -0.25, -0.25, -0.25, -0.25, -0.39, -0.34, -0.16, -0.09, -0.09, -0.13, -0.11, -0.08, -0.08, -0.13, -0.18, -0.07, -0.08, -0.15, -0.12, -0.08, -0.09, -0.14, 0.08, 0.04, 0.07, 0.09, 0.05, 0.10, 0.09, 0.11, 0.09, 0.10, 0.09, 0.09, 0.07, 0.10, 0.08, 0.08, 0.09, 0.09, 0.09, 0.08, -0.10, -0.64, -0.09, -0.47, 0.06, 0.07, 0.07, 0.12, 0.07, 0.06, 0.07]}

Entry 3:
{"formula": "C30H42Cl4KN3O6SSeSi2", "method": "the ωB97M-V functional and the def2-TZVPD basis", "e_homo_ev": [-1.60, -1.60], "total_charge": -2, "de_lowest_kcal_mol": 95.62, "molar_mass_g_mol": 888.79, "species": ["K", "O", "Cl", "O", "O", "O", "C", "Si", "C", "N", "C", "C", "C", "C", "C", "C", "C", "C", "C", "C", "C", "C", "C", "C", "C", "C", "C", "H", "H", "H", "H", "H", "H", "H", "H", "H", "H", "H", "H", "H", "H", "H", "H", "H", "H", "H", "H", "H", "H", "H", "H", "C", "C", "C", "S", "O", "C", "C", "C", "H", "H", "H", "H", "H", "H", "H", "H", "H", "H", "H", "H", "H", "H", "Se", "C", "C", "C", "N", "C", "C", "H", "H", "H", "H", "O", "N", "Cl", "Si", "Cl", "Cl"], "coordinates": [[-0.143, 0.998, -0.955], [-1.622, 4.465, 0.655], [-1.373, 3.137, 0.237], [-2.377, 2.272, 0.751], [-1.364, 3.049, -1.184], [-0.102, 2.693, 0.709], [0.843, 0.615, 3.206], [0.369, -1.006, 3.870], [-1.388, -1.484, 3.249], [-1.342, -1.521, 1.811], [-2.487, -1.001, 1.109], [-3.719, -1.914, 1.273], [-3.272, -3.380, 1.320], [-1.982, -3.549, 0.524], [-0.857, -2.739, 1.193], [0.396, -0.898, 5.782], [-0.620, -0.255, 6.481], [-0.562, -0.087, 7.853], [0.527, -0.566, 8.564], [1.560, -1.186, 7.884], [1.494, -1.341, 6.511], [1.453, -2.537, 3.509], [1.321, -3.693, 4.275], [2.082, -4.819, 4.011], [2.991, -4.805, 2.965], [3.116, -3.673, 2.176], [2.359, -2.548, 2.454], [1.527, 1.273, 3.714], [0.291, 1.054, 2.395], [-2.093, -0.707, 3.546], [-1.746, -2.426, 3.692], [-2.208, -0.956, 0.053], [-2.696, 0.020, 1.434], [-4.396, -1.764, 0.432], [-4.261, -1.659, 2.187], [-4.058, -4.026, 0.919], [-3.094, -3.683, 2.356], [-2.151, -3.199, -0.495], [-1.697, -4.603, 0.469], [-0.111, -2.466, 0.437], [-0.362, -3.353, 1.949], [-1.474, 0.122, 5.935], [-1.364, 0.418, 8.375], [0.567, -0.462, 9.639], [2.423, -1.551, 8.425], [2.306, -1.825, 5.988], [0.608, -3.711, 5.091], [1.969, -5.707, 4.624], [3.590, -5.681, 2.762], [3.804, -3.669, 1.341], [2.447, -1.670, 1.832], [5.109, 3.220, -3.356], [4.386, 1.879, -3.300], [4.156, 1.432, -1.865], [2.733, 2.345, -1.100], [3.202, 3.738, -0.974], [2.931, 1.562, 0.550], [4.015, 2.203, 1.398], [3.509, 3.458, 2.100], [5.195, 3.572, -4.383], [6.112, 3.127, -2.939], [4.557, 3.951, -2.773], [4.966, 1.116, -3.828], [3.417, 1.961, -3.800], [5.044, 1.600, -1.256], [3.861, 0.386, -1.826], [3.112, 0.509, 0.356], [1.962, 1.674, 1.022], [4.863, 2.477, 0.764], [4.370, 1.484, 2.144], [3.256, 4.206, 1.355], [4.270, 3.859, 2.769], [2.618, 3.226, 2.678], [-2.100, -1.561, -3.515], [-3.957, -1.703, -3.631], [-4.794, -1.275, -2.595], [-6.156, -1.430, -2.733], [-6.749, -1.960, -3.800], [-5.948, -2.352, -4.787], [-4.574, -2.262, -4.756], [-4.368, -0.817, -1.709], [-6.830, -1.111, -1.944], [-6.460, -2.764, -5.653], [-3.968, -2.608, -5.584], [1.239, -0.799, -0.822], [2.160, -1.420, -1.535], [4.021, -1.728, -3.764], [2.052, -1.612, -3.213], [1.258, -3.322, -3.970], [1.230, -0.047, -4.233]], "lowdin_charge": [0.69, -0.31, 0.57, -0.34, -0.43, -0.48, 0.02, 0.68, -0.23, -0.22, -0.19, -0.16, -0.20, -0.16, -0.18, -0.24, -0.10, -0.10, -0.11, -0.10, -0.11, -0.26, -0.12, -0.10, -0.10, -0.08, -0.09, 0.01, -0.01, 0.09, 0.08, 0.10, 0.10, 0.09, 0.10, 0.10, 0.09, 0.09, 0.11, 0.11, 0.10, 0.10, 0.10, 0.09, 0.09, 0.10, 0.10, 0.09, 0.09, 0.10, 0.09, -0.12, -0.32, -0.33, 0.91, -0.52, -0.34, -0.28, -0.10, 0.06, 0.07, 0.05, 0.08, 0.08, 0.09, 0.03, 0.07, 0.03, 0.09, 0.11, 0.06, 0.07, 0.06, 0.46, -0.79, -0.15, -0.20, 0.00, -0.21, -0.16, 0.07, 0.09, 0.08, 0.08, -0.49, -0.31, 0.28, -0.81, 0.26, 0.30]}